(1)
{
  "formula": "H20O10Xe",
  "method": "ωB97M-V/def2-TZVPD",
  "lumo_ev": 0.11,
  "orbital_gap_ev": 10.05,
  "e_tot_ha": -1093.74774,
  "e_homo_ev": -9.94,
  "e_above_lowest_kj_mol": 55.41,
  "symbols": ["Xe", "O", "H", "H", "O", "H", "H", "O", "H", "H", "O", "H", "H", "O", "H", "H", "O", "H", "H", "O", "H", "H", "O", "H", "H", "O", "H", "H", "O", "H", "H"],
  "positions_angstrom": [[8.53743, -18.74795, 7.05881], [8.78177, -22.45829, 5.95556], [8.52436, -22.34890, 5.04013], [8.75194, -23.40376, 6.10190], [11.42525, -18.50704, 5.06743], [11.51326, -18.85375, 4.17958], [12.07183, -18.99246, 5.57982], [8.14387, -21.26362, 10.76066], [8.47601, -21.30452, 9.86386], [7.55623, -20.50805, 10.76472], [6.80296, -18.48908, 4.14853], [5.91931, -18.49680, 3.78065], [6.76170, -17.84852, 4.85861], [11.84705, -20.25821, 8.56252], [12.30354, -20.22003, 9.40299], [11.85346, -19.35534, 8.24471], [9.71040, -21.87582, 8.41963], [10.50157, -21.34248, 8.34326], [9.39499, -21.96739, 7.52054], [6.58824, -15.66875, 5.20101], [7.54409, -15.62320, 5.17871], [6.30766, -15.21237, 4.40776], [9.17462, -16.39731, 4.69665], [9.55740, -16.61840, 3.84763], [9.30604, -17.18086, 5.23051], [6.62926, -21.34115, 4.43145], [5.96624, -21.44129, 5.11454], [6.83175, -20.40562, 4.42884], [6.56805, -18.66590, 10.58035], [6.18404, -18.68415, 11.45695], [7.22035, -17.96642, 10.61860]],
  "mulliken_charge": [0.0694, -0.6502, 0.3124, 0.2665, -0.5576, 0.2938, 0.2836, -0.6355, 0.3453, 0.3716, -0.6343, 0.2853, 0.2932, -0.6397, 0.2989, 0.2959, -0.7347, 0.4109, 0.4020, -0.6439, 0.3733, 0.3000, -0.5638, 0.2853, 0.1438, -0.6339, 0.3064, 0.3763, -0.6500, 0.3103, 0.3193]
}

=====

(2)
{
  "formula": "C6H14",
  "method": "ωB97M-V/def2-TZVPD",
  "lumo_ev": 1.00,
  "orbital_gap_ev": 8.12,
  "e_tot_ha": -236.82916,
  "e_homo_ev": -7.13,
  "e_above_lowest_kj_mol": 478.48,
  "symbols": ["C", "C", "C", "C", "C", "C", "H", "H", "H", "H", "H", "H", "H", "H", "H", "H", "H", "H", "H", "H"],
  "positions_angstrom": [[-1.75277, 1.02398, -0.24262], [-0.78287, 0.02779, 0.06045], [-0.99746, -1.33810, -0.54298], [0.65093, 0.49699, 0.29766], [1.51373, -0.43098, 1.14745], [1.28875, 0.73189, -1.07898], [-1.53205, 2.06956, -0.05739], [-2.68278, 0.75022, -0.72746], [-1.63282, 0.31663, 1.02303], [-1.07286, -0.49018, 1.64790], [-0.73093, -1.27071, -1.60480], [-2.05030, -1.62325, -0.48145], [-0.39309, -2.10698, -0.05699], [0.57862, 1.46700, 0.80656], [1.65632, -1.40455, 0.66375], [1.06213, -0.59938, 2.12959], [2.50508, 0.01399, 1.28794], [0.65678, 1.36922, -1.70536], [2.26465, 1.21396, -0.96220], [1.45094, -0.21710, -1.60411]],
  "mulliken_charge": [-1.2708, 0.6272, -1.3741, 0.4675, -1.5431, -1.4897, 0.3496, 0.3005, 0.0509, 0.1693, 0.3553, 0.4542, 0.3075, 0.3133, 0.3070, 0.4032, 0.4230, 0.3638, 0.4305, 0.3549]
}

=====

Which formula does entry 1 have? H20O10Xe